(1)
Below is a 2-piece molecular cluster, C2H2S2 overall in a non-equilibrium geometry, with properties calculated with the ωB97M-V functional and the def2-TZVPD basis.

Results
ΔE to the lowest compared entry with this formula, charge and spin = 2.417 eV
orbital gap = 8.3 eV

Element x y z (Å)
1 C -0.47 2.12 -1.34
2 C 0.00 -0.91 0.78
3 S 0.89 1.53 -1.56
4 S -1.41 -0.81 0.06
5 H 0.60 -1.72 0.63
6 H 0.39 -0.22 1.43


(2)
Below is a 13-piece molecular cluster, C2H30N2O12 overall in a non-equilibrium geometry, with properties calculated with the ωB97M-V functional and the def2-TZVPD basis.

Results
ΔE to the lowest compared entry with this formula, charge and spin = 1.758 eV
orbital gap = 9.3 eV

Element x y z (Å)
1 C -0.82 -2.91 -1.06
2 N -1.55 -1.58 -1.42
3 C -0.66 -0.87 -2.20
4 N -1.01 -0.30 -3.31
5 H -1.64 -3.66 -0.85
6 H -0.20 -3.14 -1.96
7 H -0.18 -2.62 -0.23
8 H -2.48 -1.72 -1.80
9 H 0.42 -0.72 -1.84
10 H -0.31 0.19 -3.81
11 H 2.35 -3.39 1.96
12 H 0.96 -2.89 1.68
13 O 1.71 -3.41 1.19
14 H -2.74 1.25 -2.25
15 H -2.81 1.66 -0.83
16 O -2.14 1.34 -1.48
17 H -2.50 -0.84 0.85
18 H -3.63 -0.30 1.39
19 O -3.06 -0.85 1.61
20 H 1.56 0.50 -0.37
21 H 2.26 -0.05 -1.59
22 O 1.60 0.59 -1.33
23 H 4.02 0.70 1.07
24 H 3.75 -0.88 0.27
25 O 3.87 -0.33 1.11
26 H -1.05 3.26 2.90
27 H -0.73 3.38 1.34
28 O -1.14 2.93 1.98
29 H -0.40 0.13 1.80
30 H -1.77 0.64 2.34
31 O -0.93 0.31 2.63
32 H 1.56 1.30 1.88
33 H 0.55 1.80 0.71
34 O 1.00 1.08 1.10
35 H -0.10 3.05 -0.92
36 H 0.19 4.50 -0.56
37 O 0.15 3.69 -0.14
38 H -1.15 2.61 -2.10
39 H 0.15 2.49 -2.95
40 O -0.34 3.13 -2.46
41 H 2.35 -2.40 -0.32
42 H 3.55 -2.24 -1.26
43 O 2.73 -1.88 -1.00
44 H -0.32 -1.10 3.35
45 H -1.07 -2.25 3.10
46 O -0.19 -2.03 3.24


(3)
Below is a 14-piece molecular cluster, C2H31O14 overall in a non-equilibrium geometry, with properties calculated with the ωB97M-V functional and the def2-TZVPD basis.

Results
ΔE to the lowest compared entry with this formula, charge and spin = 0.814 eV
net charge = -1
orbital gap = 7.6 eV

Element x y z (Å)
1 C -0.04 0.65 0.02
2 C -0.24 -0.79 0.50
3 O -1.06 -1.72 -0.21
4 H 0.84 1.14 0.44
5 H -0.87 1.32 0.24
6 H 0.15 0.63 -1.05
7 H -0.55 -0.73 1.54
8 H 0.75 -1.22 0.59
9 O -3.60 -0.31 -0.21
10 H -2.78 -0.81 -0.19
11 H -3.60 0.20 0.60
12 O 0.74 -2.89 -2.17
13 H 0.19 -2.55 -1.46
14 H 1.63 -2.66 -1.91
15 O 2.83 1.27 -2.19
16 H 3.36 0.92 -1.47
17 H 2.35 2.00 -1.80
18 O -1.51 -0.59 -3.14
19 H -0.92 -1.07 -3.72
20 H -1.10 -0.64 -2.28
21 O 1.61 -2.01 3.78
22 H 2.34 -1.41 3.95
23 H 1.13 -1.61 3.06
24 O 2.99 3.63 -0.10
25 H 3.13 4.37 -0.69
26 H 2.05 3.49 -0.09
27 O -3.04 -3.09 -2.22
28 H -3.34 -2.19 -2.22
29 H -2.24 -3.09 -1.68
30 O -2.98 -2.85 1.66
31 H -2.50 -2.40 0.97
32 H -2.31 -3.34 2.14
33 O 0.28 1.69 3.74
34 H 0.60 1.85 2.85
35 H -0.28 2.44 3.94
36 O 0.49 3.79 -0.43
37 H -0.20 3.19 -0.15
38 H 0.10 4.30 -1.14
39 O -1.27 2.77 -2.77
40 H -0.48 2.98 -3.26
41 H -1.36 1.82 -2.86
42 O -0.08 -4.37 0.89
43 H -0.47 -4.47 1.76
44 H -0.30 -3.47 0.63
45 O 2.93 1.64 2.09
46 H 3.54 1.72 1.35
47 H 3.07 2.44 2.60


(4)
Below is C2H31O16V as an isolated structure in a non-equilibrium geometry, with properties calculated with the ωB97M-V functional and the def2-TZVPD basis.

Results
orbital gap = 4.6 eV

Element x y z (Å)
1 O 2.92 -0.05 -2.38
2 V 4.39 -0.34 -1.79
3 O 4.28 -1.90 -1.42
4 C -1.45 -0.52 -1.17
5 C -0.04 0.08 -0.92
6 O -0.13 1.02 0.12
7 H -1.90 -0.86 -0.23
8 H -1.43 -1.36 -1.80
9 H -2.12 0.24 -1.74
10 H 0.60 0.39 -1.76
11 H 0.38 -0.87 -0.65
12 O -4.59 -2.13 1.55
13 H -3.79 -2.47 1.08
14 H -4.50 -1.18 1.39
15 O 2.05 2.23 -0.64
16 H 1.70 2.93 -1.18
17 H 1.25 1.76 -0.48
18 O 2.40 1.65 2.25
19 H 2.25 2.23 1.52
20 H 1.84 0.89 2.12
21 O 1.17 -2.95 0.74
22 H 0.62 -3.69 1.04
23 H 2.11 -3.16 0.65
24 O -2.15 0.08 1.98
25 H -1.84 0.65 2.69
26 H -1.48 0.32 1.35
27 O -2.25 -3.16 0.66
28 H -1.86 -3.39 1.48
29 H -1.69 -2.51 0.29
30 O -2.16 2.63 -0.80
31 H -1.94 3.16 -0.05
32 H -1.64 1.84 -0.61
33 O 3.52 0.13 0.16
34 H 3.27 -0.28 0.98
35 H 2.79 0.75 -0.11
36 O -0.09 3.25 1.37
37 H 0.16 2.61 0.69
38 H 0.08 2.83 2.23
39 O 0.60 -0.61 2.12
40 H 0.30 -0.22 1.32
41 H 1.11 -1.41 1.84
42 O 1.74 1.67 -3.77
43 H 0.88 2.06 -3.46
44 H 1.90 0.92 -3.20
45 O 1.70 -2.61 -1.83
46 H 1.53 -1.71 -2.07
47 H 1.11 -2.70 -1.10
48 O -4.27 1.22 0.62
49 H -3.81 1.73 -0.09
50 H -3.54 0.80 0.98


(5)
Below is C2H31O16Zn as an isolated structure in a non-equilibrium geometry, with properties calculated with the ωB97M-V functional and the def2-TZVPD basis.

Results
net charge = +1
orbital gap = 10.4 eV

Element x y z (Å)
1 Zn -1.06 -0.25 1.52
2 C -1.21 -1.40 -2.28
3 C -1.29 -0.82 -0.93
4 O -1.58 -1.61 0.02
5 O -1.06 0.39 -0.60
6 H -2.24 -1.61 -2.51
7 H -0.58 -2.31 -2.23
8 H -0.85 -0.75 -3.08
9 O 1.18 -3.31 0.31
10 H 0.26 -3.75 0.05
11 H 1.79 -3.95 -0.07
12 O -3.45 3.24 1.06
13 H -4.31 3.48 0.69
14 H -2.79 3.59 0.38
15 O 2.13 1.97 1.09
16 H 2.47 2.65 0.56
17 H 2.61 2.01 1.90
18 O 0.78 4.16 -1.32
19 H -0.09 3.86 -1.68
20 H 1.18 4.57 -2.08
21 O -0.88 4.58 0.74
22 H -1.37 5.43 0.77
23 H -0.14 4.80 0.12
24 O 3.16 -4.96 0.77
25 H 2.68 -5.12 1.59
26 H 3.73 -5.74 0.72
27 O 1.00 -0.71 1.41
28 H 1.47 0.09 1.07
29 H 1.07 -1.49 0.76
30 O -2.02 -4.28 0.87
31 H -2.34 -3.57 0.24
32 H -2.47 -5.14 0.40
33 O -0.48 1.82 2.32
34 H -1.33 2.30 2.26
35 H 0.17 2.35 1.82
36 O -1.75 -1.85 2.75
37 H -2.35 -2.39 2.42
38 H -0.96 -2.31 3.15
39 O 5.07 -1.22 -2.08
40 H 5.79 -0.70 -2.38
41 H 5.30 -1.70 -1.27
42 O -2.87 0.64 1.84
43 H -3.48 0.52 2.60
44 H -3.19 1.51 1.27
45 O 2.44 0.16 -2.74
46 H 2.87 -0.64 -2.49
47 H 3.16 0.80 -2.52
48 O -1.50 2.55 -2.28
49 H -1.15 1.79 -1.73
50 H -1.53 2.33 -3.21


(6)
Below is a 15-piece molecular cluster, C2H33O15 overall in a non-equilibrium geometry, with properties calculated with the ωB97M-V functional and the def2-TZVPD basis.

Results
ΔE to the lowest compared entry with this formula, charge and spin = 0.644 eV
net charge = -1
orbital gap = 8.7 eV

Element x y z (Å)
1 C 1.96 21.90 -8.60
2 C 2.33 22.45 -7.22
3 O 2.02 21.46 -6.26
4 H 2.59 21.03 -8.89
5 H 2.10 22.65 -9.39
6 H 0.89 21.62 -8.74
7 H 1.77 23.33 -6.91
8 H 3.39 22.69 -7.12
9 O -0.59 19.95 -10.86
10 H -0.83 20.82 -10.56
11 H -1.35 19.42 -10.58
12 O 5.86 23.20 -5.64
13 H 6.59 22.73 -5.26
14 H 5.06 22.80 -5.27
15 O 0.86 19.50 -7.07
16 H 1.46 20.25 -6.77
17 H -0.05 19.84 -7.08
18 O -0.20 22.22 -4.55
19 H 0.12 22.91 -3.96
20 H 0.61 21.90 -4.97
21 O 3.05 19.23 -11.34
22 H 2.43 18.70 -10.74
23 H 2.40 19.42 -12.03
24 O 6.42 21.75 -7.92
25 H 6.22 22.44 -7.31
26 H 7.31 21.47 -7.65
27 O 4.42 20.16 -6.88
28 H 3.65 20.70 -6.99
29 H 5.12 20.68 -7.25
30 O 1.13 18.45 -9.41
31 H 0.73 19.11 -10.03
32 H 1.10 18.98 -8.59
33 O -1.89 21.97 -9.01
34 H -1.60 21.29 -8.43
35 H -1.54 22.73 -8.56
36 O 0.92 19.39 -4.27
37 H 0.08 19.72 -3.95
38 H 0.81 19.27 -5.20
39 O 3.30 22.55 -4.09
40 H 2.66 23.09 -3.65
41 H 2.85 22.26 -4.86
42 O 3.69 18.65 -4.68
43 H 3.74 19.48 -5.16
44 H 4.18 17.99 -5.24
45 O -0.98 23.50 -6.76
46 H -0.96 23.08 -5.92
47 H -0.03 23.56 -6.82
48 O 5.41 20.64 -10.35
49 H 5.56 21.04 -9.48
50 H 4.48 20.59 -10.58


(7)
Below is a 15-piece molecular cluster, C2H34O14 overall in a non-equilibrium geometry, with properties calculated with the ωB97M-V functional and the def2-TZVPD basis.

Results
ΔE to the lowest compared entry with this formula, charge and spin = 0.588 eV
orbital gap = 10.5 eV

Element x y z (Å)
1 C -0.47 0.06 -0.77
2 C 0.68 0.10 -1.79
3 H -0.61 1.07 -0.44
4 H -0.09 -0.42 0.17
5 H -1.33 -0.56 -1.00
6 H 1.64 -0.31 -1.40
7 H 0.47 -0.54 -2.62
8 H 0.78 1.12 -2.11
9 H 0.56 3.34 3.29
10 H -0.16 2.33 2.42
11 O 0.72 2.50 2.86
12 H -2.09 1.75 -1.96
13 H -2.05 1.96 -3.51
14 O -2.52 1.52 -2.79
15 H -0.42 -2.19 -3.21
16 H 1.07 -2.46 -3.58
17 O 0.35 -2.73 -2.97
18 H 1.89 -1.73 1.83
19 H 1.16 -2.49 2.88
20 O 1.70 -1.69 2.81
21 H -2.29 -0.87 -2.53
22 H -2.11 -1.17 -4.02
23 O -2.29 -1.59 -3.17
24 H 3.39 1.29 1.70
25 H 3.17 -0.28 1.64
26 O 2.99 0.57 1.22
27 H 1.34 2.56 1.23
28 H 2.03 2.01 -0.08
29 O 1.42 2.68 0.25
30 H 0.14 3.02 -0.94
31 H 0.28 3.06 -2.45
32 O -0.39 3.06 -1.76
33 H -0.11 0.64 3.56
34 H 0.40 -0.79 3.25
35 O -0.34 -0.13 3.04
36 H -3.43 0.71 1.89
37 H -1.99 0.50 1.68
38 O -2.83 0.48 1.17
39 H 0.44 -4.71 -0.38
40 H 0.50 -3.89 -1.71
41 O 1.01 -4.11 -0.89
42 H -1.19 -1.53 2.43
43 H -2.39 -1.45 1.49
44 O -2.01 -1.99 2.18
45 H 1.76 -2.06 -0.36
46 H 2.66 -3.23 0.19
47 O 2.34 -2.35 0.35
48 H -1.86 2.41 0.87
49 H -0.63 3.49 0.75
50 O -1.27 3.03 1.29


(8)
Below is a 15-piece molecular cluster, C2H35N2O14 overall in a non-equilibrium geometry, with properties calculated with the ωB97M-V functional and the def2-TZVPD basis.

Results
net charge = +2
orbital gap (spin up / spin down) = 10.1 / 6.2 eV
2S+1 = 2

Element x y z (Å)
1 C 1.92 0.92 0.99
2 C 1.27 1.23 -0.15
3 N 0.85 0.13 -1.04
4 N 2.14 1.93 1.87
5 H 2.33 -0.13 1.24
6 H 1.15 2.33 -0.48
7 H 0.72 0.37 -2.05
8 H 1.38 -0.67 -1.11
9 H -0.15 -0.01 -0.81
10 H 1.86 2.86 1.70
11 H 2.93 1.86 2.48
12 H -0.56 -1.02 3.49
13 H 0.62 -0.35 4.24
14 O 0.19 -0.44 3.38
15 H -3.01 0.38 0.64
16 H -2.60 0.58 -0.99
17 O -2.23 0.52 -0.07
18 H 0.29 -2.08 -3.31
19 H -0.28 -0.81 -3.75
20 O 0.19 -1.20 -3.09
21 H 2.24 0.93 -3.49
22 H 1.24 2.05 -4.11
23 O 1.53 1.49 -3.44
24 H 3.91 -0.41 -2.48
25 H 3.32 -0.78 -3.72
26 O 3.78 -0.03 -3.34
27 H -1.27 -2.60 -1.66
28 H -1.66 -1.38 -0.59
29 O -1.02 -2.12 -0.84
30 H 3.39 -2.77 -1.22
31 H 4.41 -2.41 -2.35
32 O 3.57 -2.36 -2.02
33 H -3.66 -0.73 2.31
34 H -4.66 0.49 2.06
35 O -4.10 -0.21 1.66
36 H -0.58 4.06 -0.33
37 H -0.88 4.11 1.19
38 O -0.15 4.07 0.50
39 H -3.08 -1.45 4.38
40 H -2.36 0.03 4.35
41 O -3.10 -0.55 4.12
42 H -1.39 2.06 1.82
43 H -1.97 2.75 3.18
44 O -1.97 2.86 2.18
45 H 2.23 -2.60 0.67
46 H 0.71 -2.46 0.68
47 O 1.37 -2.76 0.20
48 H -0.71 1.39 -3.40
49 H -2.20 1.74 -2.94
50 O -1.40 1.16 -2.78
51 H -1.32 -2.88 1.44
52 H -1.69 -4.05 2.47
53 O -1.56 -3.05 2.32